8
Properties=species:S:1:pos:R:3 method="wB97M-V/def2-TZVPD" smiles="S=[PH]1SP(S)S1" de_lowest_kcal_mol=6.1
S 2.444 0.018 0.052
S -3.404 0.864 -0.126
S -0.598 -0.986 -1.319
S -0.558 -0.060 1.637
P -1.513 0.535 -0.061
P 0.865 -1.355 0.357
H 3.471 -0.832 -0.163
H -0.707 1.815 -0.377